[1]
{"formula": "C3H7N", "method": "the ωB97M-V functional and the def2-TZVPD basis", "homo_lumo_gap_ev": [6.40, 8.09], "lumo_ev": [1.19, -2.57], "homo_energy_ev": [-5.22, -10.65], "spin_multiplicity": 3, "species": ["C", "C", "C", "N", "H", "H", "H", "H", "H", "H", "H"], "positions_angstrom": [[1.086596, 0.547486, 0.061293], [-1.116954, -0.716380, 0.063436], [-0.408058, 0.630730, 0.072119], [1.602725, -0.602828, -0.005692], [1.565864, 1.467920, -0.125769], [-0.850525, -1.422265, 0.847927], [-0.851852, -1.334937, -0.754700], [-2.105424, -0.534259, -0.122181], [-0.763480, 1.304464, 0.969829], [-0.769923, 1.241507, -0.920176], [2.611036, -0.581439, -0.086088]], "atomic_forces_ev_per_a": [[-5.2722, 2.9143, 1.3954], [2.2531, -0.1517, 0.2430], [-1.3539, 2.6599, -0.4692], [4.4540, -2.0343, -1.2903], [1.2274, 0.6300, -0.6349], [-0.5191, 0.5743, 0.8448], [0.7448, -0.1651, -1.4784], [-2.8800, 0.1238, 0.4312], [0.4082, -1.2835, -1.6100], [0.6339, -1.2931, 2.1486], [0.3038, -1.9745, 0.4199]], "mulliken_spin": [0.731, 0.022, -0.013, 1.051, 0.092, -0.001, -0.003, -0.004, 0.035, 0.048, 0.042]}

---

[2]
{"formula": "C24H23BrN2O2", "method": "the ωB97M-V functional and the def2-TZVPD basis", "homo_lumo_gap_ev": 8.95, "smiles": "C[C@H](CCc1ccccc1)NC(=O)c1ccc(NC(=O)c2cccc(Br)c2)cc1", "lumo_ev": 0.16, "homo_energy_ev": -8.79, "spin_multiplicity": 1, "species": ["C", "H", "H", "H", "C", "N", "C", "O", "C", "C", "C", "C", "C", "C", "H", "H", "N", "C", "O", "C", "C", "C", "C", "C", "C", "H", "H", "H", "Br", "H", "H", "H", "H", "H", "C", "H", "H", "C", "C", "C", "C", "C", "C", "C", "H", "H", "H", "H", "H", "H", "H", "H"], "positions_angstrom": [[-3.854432, -2.981282, -1.455770], [-4.885714, -3.311892, -1.370916], [-3.211663, -3.857170, -1.498254], [-3.745702, -2.422476, -2.383817], [-3.479099, -2.108736, -0.259803], [-2.080531, -1.743229, -0.332320], [-1.180738, -2.053520, 0.628721], [-1.465719, -2.699892, 1.619133], [0.203678, -1.555390, 0.375217], [0.477021, -0.373330, -0.305406], [1.777692, 0.052012, -0.496133], [2.835874, -0.709480, -0.007702], [2.566521, -1.885363, 0.693299], [1.265820, -2.295945, 0.887470], [1.046936, -3.197617, 1.438645], [3.383523, -2.473262, 1.088486], [4.173273, -0.340065, -0.168268], [4.693343, 0.691631, -0.893915], [4.043652, 1.467529, -1.561293], [6.186408, 0.782343, -0.822536], [6.901695, 0.462236, 0.326523], [8.278513, 0.600000, 0.321390], [8.959660, 1.044591, -0.799353], [8.238781, 1.375187, -1.934485], [6.861555, 1.253417, -1.945199], [6.285872, 1.520092, -2.817980], [8.758414, 1.733019, -2.809898], [10.034315, 1.138800, -0.779009], [9.257239, 0.162502, 1.899429], [6.403599, 0.144196, 1.230932], [4.832067, -0.964533, 0.276871], [1.979831, 0.970077, -1.021384], [-0.326729, 0.249586, -0.671034], [-1.779201, -1.253554, -1.159460], [-4.350983, -0.850102, -0.193742], [-5.401322, -1.145450, -0.203639], [-4.170088, -0.237231, -1.081359], [-4.071082, -0.019218, 1.063866], [-4.925560, 1.215234, 1.072728], [-4.460068, 2.404659, 0.527499], [-5.262948, 3.531144, 0.498009], [-6.547048, 3.481487, 1.012170], [-7.021790, 2.300448, 1.556833], [-6.216286, 1.176305, 1.584895], [-6.589587, 0.257222, 2.014158], [-8.022310, 2.256029, 1.962166], [-7.174531, 4.360329, 0.990948], [-4.885224, 4.450401, 0.074066], [-3.456249, 2.450826, 0.128340], [-3.015020, 0.256833, 1.087929], [-4.278924, -0.628360, 1.945301], [-3.586719, -2.681033, 0.667656]], "atomic_forces_ev_per_a": [[0.1016, 0.0377, 0.3041], [-0.1357, -0.0297, -0.0465], [0.0377, -0.0818, -0.0396], [-0.0048, 0.0477, -0.1362], [-0.3514, -0.0371, -0.1021], [-0.1278, 0.1327, -0.2083], [0.0700, 0.1115, -0.1839], [0.0212, -0.1781, 0.2347], [0.2271, 0.0678, 0.0913], [-0.0352, -0.3150, 0.1518], [0.1435, 0.1897, -0.1250], [-0.4173, 0.0331, -0.0129], [-0.0002, 0.0869, -0.0681], [-0.1235, 0.0649, -0.0375], [-0.0155, -0.0666, 0.0621], [0.0826, -0.0700, 0.0335], [0.2094, -0.2872, 0.2805], [0.1652, -0.0395, 0.0128], [-0.0894, 0.0344, -0.0840], [0.3015, 0.1669, -0.0835], [0.0249, 0.0033, -0.0555], [0.1948, -0.0892, 0.1902], [0.0156, -0.0379, 0.1760], [-0.0750, -0.0172, 0.0129], [-0.1538, -0.0345, 0.0469], [-0.0509, 0.0351, -0.0664], [0.0388, 0.0236, -0.0845], [0.0692, 0.0025, 0.0168], [-0.1421, 0.0740, -0.2245], [-0.0292, -0.0180, 0.0588], [-0.0413, 0.1762, -0.1717], [0.0064, 0.0085, 0.0006], [-0.0752, 0.0561, -0.0325], [0.1193, -0.0727, 0.0627], [0.3057, -0.2378, 0.3623], [-0.0651, 0.0213, -0.0692], [-0.0548, 0.0185, -0.0862], [-0.1547, -0.0330, -0.2631], [0.0985, -0.0156, 0.1162], [-0.0033, -0.0216, 0.0177], [0.0052, 0.0922, -0.0559], [-0.0657, 0.0955, -0.0048], [-0.1032, 0.0103, 0.0158], [0.0294, 0.0108, -0.0058], [-0.0337, -0.1088, 0.0587], [-0.0747, -0.0020, 0.0349], [-0.0457, 0.0666, 0.0029], [0.0285, 0.0702, -0.0274], [0.1179, -0.0088, -0.0307], [-0.0022, -0.0246, 0.0598], [0.0591, -0.0044, 0.0439], [-0.0017, 0.0929, -0.1425]], "lowdin_charge": [-0.046, 0.078, 0.080, 0.078, -0.373, 0.092, -0.455, 0.067, -0.138, -0.020, 0.003, -0.210, -0.011, -0.010, 0.121, 0.113, 0.137, -0.414, 0.088, -0.132, -0.083, -0.666, -0.121, -0.060, -0.012, 0.120, 0.110, 0.102, 0.730, 0.107, 0.134, 0.101, 0.110, 0.138, -0.146, 0.122, 0.123, -0.149, -0.243, -0.047, -0.088, -0.099, -0.088, -0.047, 0.113, 0.101, 0.099, 0.100, 0.110, 0.112, 0.125, 0.145]}

---

[3]
{"formula": "C6H6O", "method": "the ωB97M-V functional and the def2-TZVPD basis", "homo_lumo_gap_ev": [5.43, 9.95], "lumo_ev": [-1.75, 0.16], "homo_energy_ev": [-7.18, -9.79], "spin_multiplicity": 1, "species": ["C", "C", "C", "C", "C", "O", "C", "H", "H", "H", "H", "H", "H"], "positions_angstrom": [[-1.889791, -0.184810, 1.571281], [-0.857796, 0.071313, 1.008134], [-0.034827, -0.991361, -0.888657], [1.128989, -0.758507, 0.072336], [0.506224, 0.525790, 0.597405], [0.419017, 1.337741, -0.557432], [-0.134601, 0.384060, -1.479656], [-2.789024, -0.363728, 2.111564], [2.045168, -0.570454, -0.511885], [1.309189, -1.535908, 0.818652], [0.944666, 1.078566, 1.427378], [-1.131567, 0.721575, -1.778239], [0.484353, 0.285723, -2.390881]], "atomic_forces_ev_per_a": [[0.0352, 0.1340, 0.0997], [0.0243, 0.6477, 1.0248], [1.5656, 1.4728, 0.7167], [0.0611, -1.6966, -0.1183], [-0.6620, -0.1529, 0.7994], [-0.3026, -0.8093, -0.0743], [-0.9447, -0.2801, -2.4325], [-0.0263, -0.1151, -0.1624], [-0.0690, 0.0090, 0.3133], [-0.1208, 0.1951, -0.0372], [0.4306, -0.0167, -0.2445], [0.0277, -0.1669, -0.0048], [-0.0190, 0.7789, 0.1201]], "lowdin_charge": [0.149, -0.121, 0.124, -0.144, -0.359, -0.078, -0.245, 0.031, 0.123, 0.118, 0.157, 0.122, 0.123]}

---

[4]
{"formula": "C3H5BrNS", "method": "the ωB97M-V functional and the def2-TZVPD basis", "homo_lumo_gap_ev": 9.54, "charge": 1, "lumo_ev": -5.21, "homo_energy_ev": -14.75, "spin_multiplicity": 1, "species": ["Br", "C", "C", "S", "C", "N", "H", "H", "H", "H", "H"], "positions_angstrom": [[1.460324, -1.468902, 1.349435], [0.661697, -0.570344, -0.169982], [0.842872, 0.924083, -0.071779], [-0.581963, 1.427141, 0.989134], [-1.475049, 0.168203, 0.300515], [-0.762288, -0.743544, -0.269796], [1.171915, -0.953806, -1.038929], [0.609818, 1.375248, -1.026034], [1.792645, 1.189485, 0.351719], [-2.547756, 0.186477, 0.341606], [-1.172216, -1.534040, -0.755889]], "atomic_forces_ev_per_a": [[-0.2910, -0.1674, 0.0643], [1.0165, 0.2422, -0.1815], [-0.8131, -0.3712, 0.5779], [-0.0100, 0.2491, -0.2212], [0.3688, 0.9560, 0.6954], [-0.5479, -0.8562, -0.6215], [-0.0641, -0.2278, -0.2666], [0.3806, 0.3038, -0.3052], [0.2775, 0.3451, 0.0636], [-0.3372, -0.4226, 0.0279], [0.0198, -0.0511, 0.1671]], "lowdin_charge": [0.793, -0.753, -0.387, 1.084, -0.347, -0.005, 0.112, 0.100, 0.089, 0.123, 0.189]}

---

Summary of E_tot in a.u.
-173.04170, -3762.42713, -307.17161, -3144.00537
(order as listed above)
Summary of ΔE to the lowest compared entry with this formula, charge and spin in kcal per mole
4.9, 1.2, 183.1, 2.5
(order as listed above)